ORCA calculation (ωB97M-V/def2-TZVPD) on C17H24N6O4PtS as an isolated structure at a distorted geometry.

CARTESIAN COORDINATES (ANGSTROEM)
Pt 0.6350 -1.0069 0.0851
N 0.2649 -0.6979 2.0891
N -0.6162 -1.6400 2.6729
C -1.5761 -2.2551 1.9366
N -2.5892 -2.8624 2.6331
S -1.6082 -1.9793 0.2007
H 1.0223 -0.5025 2.7794
H -0.2616 0.1978 2.0004
H -0.5301 -1.7291 3.6842
H -2.3858 -3.1947 3.5542
H -3.3136 -3.3075 2.0970
N 2.0018 0.5975 0.0144
C 1.9742 1.3151 -1.2762
C 1.5871 0.2440 -2.3003
N 0.4427 -0.6118 -1.8997
H 1.6754 1.2960 0.7355
H 2.9346 0.3578 0.2713
H 2.9260 1.7163 -1.6143
H 1.1444 2.1007 -1.2906
H 2.4888 -0.3322 -2.4983
H 1.2654 0.6435 -3.2774
H 0.3099 -1.4730 -2.4249
H -0.4724 -0.0181 -1.9968
O -1.4931 1.2469 -1.5199
C -1.4180 1.7190 -0.3063
O -0.3651 1.7803 0.4173
C -2.7186 2.1893 0.3257
C -3.9733 1.8904 -0.2864
C -5.1728 2.3126 0.3025
C -5.1049 3.3164 1.2645
C -3.8197 3.6669 1.7681
C -2.5791 3.0861 1.3149
N -3.8209 4.6425 2.8416
O -2.6828 5.0041 3.1816
O -4.8685 5.0484 3.3103
H -3.9134 1.2545 -1.1527
H -6.0888 1.8296 -0.0416
H -5.9151 3.8042 1.8517
H -1.6397 3.4045 1.7801
C 2.0242 -2.6499 0.3065
C 2.9870 -2.4830 -0.7605
C 2.5467 -3.0219 -2.0188
C 3.2207 -2.6587 -3.1739
C 4.4004 -1.8461 -3.0589
C 4.9815 -1.5261 -1.8136
C 4.2448 -1.9060 -0.6914
H 2.4063 -2.5075 1.3624
H 1.3532 -3.5438 0.2465
H 1.6828 -3.7292 -2.0312
H 2.8533 -2.8577 -4.1535
H 4.9761 -1.6129 -3.9769
H 5.9929 -1.0504 -1.7908
H 4.5847 -1.6606 0.3274

Computed properties:
maximum force: 7.7 eV/A
gap between HOMO and LUMO (alpha / beta): 0.21333 / 0.12199 Ha
HOMO energy (alpha / beta): -11.81 / -13.52 eV
2S+1: 5
total charge: +2
M: 603.56 g mol⁻¹
total energy: -1808.3112 Ha

Results of the natural (NBO) charge analysis, in e, for atoms 1 through 6: number 1, Pt, carries 0.977; number 2, N, carries -0.603; number 3, N, carries -0.441; number 4, C, carries 0.342; number 5, N, carries -0.750; number 6, S, carries -0.114

***

ORCA calculation (ωB97M-V/def2-TZVPD) on C17H24NO5S2 as an isolated structure at a distorted geometry.

CARTESIAN COORDINATES (ANGSTROEM)
C 5.5458 -2.0488 -2.8387
C 4.5973 -1.6170 -1.7317
C 3.1808 -1.3989 -2.2211
O 2.5915 -0.3423 -1.4831
C 1.6436 0.4408 -2.1601
S 0.0514 0.4173 -1.2879
O 0.3410 -0.0105 0.0442
O -0.4438 1.7620 -1.3804
N -0.7213 -0.6760 -2.1581
S -2.3180 -0.4770 -2.1420
C -3.0114 -2.0179 -2.6607
O -2.7905 -0.2657 -0.8078
O -2.7419 0.4883 -3.1125
H 5.7915 -1.1916 -3.4453
H 5.1087 -2.8117 -3.4700
H 6.4534 -2.4350 -2.4022
H 4.9529 -0.6861 -1.3186
H 4.5675 -2.3421 -0.9333
H 3.1485 -1.2258 -3.2930
H 2.6168 -2.3087 -2.0300
H 1.9564 1.4749 -2.1369
H 1.4872 0.1325 -3.1831
H -2.4800 -2.8311 -2.1944
H -3.0124 -2.1128 -3.7344
H -4.0279 -1.9695 -2.3139
C -3.5747 2.8601 0.6106
C -4.3715 2.3957 -0.4250
C -5.7452 2.5888 -0.3815
C -6.3247 3.2507 0.6945
C -5.5275 3.7166 1.7299
C -4.1526 3.5179 1.6880
H -2.5045 2.7007 0.5680
H -3.9148 1.8839 -1.2569
H -6.3666 2.2210 -1.1888
H -7.3974 3.4027 0.7259
H -5.9767 4.2336 2.5697
H -3.5300 3.8769 2.4986
C 2.6014 -1.4988 5.1475
C 3.5338 -1.5006 4.1199
C 3.1727 -1.0541 2.8548
C 1.8830 -0.5986 2.6118
C 0.9542 -0.5967 3.6432
C 1.3103 -1.0480 4.9074
H 2.8800 -1.8487 6.1342
H 4.5425 -1.8506 4.3055
H 3.8987 -1.0603 2.0510
H 1.5937 -0.2473 1.6254
H -0.0511 -0.2432 3.4537
H 0.5802 -1.0491 5.7077

Computed properties:
maximum force: 1.3 eV/A
gap between HOMO and LUMO: 0.30562 Ha
HOMO energy: -5.48 eV
total charge: -1
M: 386.51 g mol⁻¹
total energy: -1889.5286 Ha

Results of the natural (NBO) charge analysis, in e, for atoms 1 through 6: number 1, C, carries -0.600; number 2, C, carries -0.417; number 3, C, carries -0.050; number 4, O, carries -0.531; number 5, C, carries -0.318; number 6, S, carries 2.301

***

ORCA calculation (ωB97M-V/def2-TZVPD) on C17H25BN3O7RuS as an isolated structure at a distorted geometry.

CARTESIAN COORDINATES (ANGSTROEM)
Ru -0.1176 0.2038 0.8005
O -2.5769 2.8811 2.7037
C -1.7549 2.6126 1.8537
O -0.6578 1.9467 1.9923
C -2.0399 3.1494 0.4005
C -0.7943 3.1353 -0.4933
C -1.0676 3.9673 -1.7578
C -2.0245 3.0299 -2.5384
C -2.1232 1.8295 -1.5812
O -0.8023 1.7919 -1.0157
C -2.9951 2.2125 -0.3758
C -3.3620 0.9178 0.4193
O -4.5304 0.7380 0.7155
O -2.3787 0.1220 0.6470
H -2.4493 4.1451 0.5524
H 0.1455 3.3385 0.0131
H -0.1426 4.1339 -2.3091
H -1.5107 4.9311 -1.5159
H -1.5883 2.7219 -3.4884
H -3.0011 3.4705 -2.7263
H -2.3617 0.8733 -2.0393
H -3.9412 2.6716 -0.6467
C -1.8568 -1.2077 3.1929
O -0.8963 -1.7074 2.2546
C -1.2698 -2.9062 1.5925
C -1.7863 -2.6066 0.1972
O -0.8262 -1.8801 -0.5653
C 0.2174 -2.6862 -1.0988
H -2.0168 -1.9462 3.9826
H -2.8029 -0.9578 2.7118
H -1.4305 -0.3036 3.6249
H -2.0379 -3.4356 2.1605
H -0.3716 -3.5280 1.5482
H -2.6583 -1.9607 0.2617
H -2.0454 -3.5381 -0.3167
H -0.2093 -3.5089 -1.6782
H 0.8589 -3.0893 -0.3140
H 0.8075 -2.0497 -1.7525
S 1.7912 -0.2488 2.4782
C 2.8502 -1.1909 1.5423
N 3.8265 -0.5443 0.8263
C 4.6720 -1.1908 0.0079
C 4.6323 -2.5524 -0.0487
C 3.6702 -3.1788 0.7528
N 2.8096 -2.5238 1.5088
H 3.7934 0.4677 0.8335
H 5.3518 -0.5881 -0.5765
H 5.2907 -3.1115 -0.6934
H 3.5869 -4.2606 0.7681
B 3.4042 0.2306 -2.5002
C 2.2358 0.2833 -1.4909
N 1.4421 0.2687 -0.6483
H 4.2996 0.9013 -2.0364
H 3.7253 -0.9367 -2.5823
H 3.0172 0.6635 -3.5526

Computed properties:
maximum force: 2.6 eV/A
gap between HOMO and LUMO (alpha / beta): 0.27078 / 0.23493 Ha
HOMO energy (alpha / beta): -8.64 / -8.63 eV
2S+1: 6
M: 527.35 g mol⁻¹
total energy: -1871.5633 Ha

Results of the natural (NBO) charge analysis, in e, for atoms 1 through 6: number 1, Ru, carries 1.732; number 2, O, carries -0.601; number 3, C, carries 0.810; number 4, O, carries -0.775; number 5, C, carries -0.364; number 6, C, carries 0.086

***

ORCA calculation (ωB97M-V/def2-TZVPD) on C17H25BN5O2S2Zn as an isolated structure at a distorted geometry.

CARTESIAN COORDINATES (ANGSTROEM)
Zn -1.2206 -2.5964 -0.9378
C 0.6969 -1.7432 2.7771
C 0.2050 -0.8615 1.6706
N -0.7252 0.1405 1.7970
N -2.1145 -0.2765 2.0951
C -2.7859 -1.0204 1.1884
N -3.6995 -1.9186 1.5259
S -2.3879 -0.7809 -0.4947
C 1.0525 -0.9729 0.4293
C 2.3639 -0.4312 0.4272
C 3.1815 -0.6085 -0.7193
C 2.6852 -1.3396 -1.8123
C 1.3873 -1.8378 -1.7213
N 0.6252 -1.7853 -0.6025
H 1.7953 -1.5434 2.9229
H 0.5662 -2.7653 2.4207
H 0.1071 -1.5043 3.7567
H -2.1164 -0.5592 3.0897
H -4.1846 -1.9256 2.4345
H -4.2416 -2.1866 0.6965
H 2.7313 -0.0841 1.3660
H 4.2176 -0.2503 -0.7912
H 3.2643 -1.6556 -2.6508
H 0.8901 -2.2770 -2.5934
C -1.2748 4.7494 -0.0177
C -0.6598 3.3356 -0.0905
C -0.7638 2.8003 -1.5391
O -1.3202 2.2905 0.7742
B -0.3627 1.5470 1.3316
O 0.9067 1.9256 1.2243
C 0.8637 3.2938 0.4945
C 1.9824 3.4359 -0.5188
C 1.3262 4.4045 1.4702
H -2.2072 4.8481 -0.5224
H -0.5751 5.4352 -0.5179
H -1.4476 5.1160 0.9904
H -1.7792 2.7301 -1.8619
H -0.3469 1.7477 -1.5554
H -0.2132 3.4244 -2.2093
H 2.0646 2.6400 -1.2471
H 2.9864 3.5238 0.0090
H 1.8685 4.3488 -1.0661
H 0.6805 4.4561 2.3506
H 1.3948 5.3506 1.0084
H 2.3402 4.1987 1.7974
S -2.1699 -6.5521 -2.6147
C -0.4679 -6.6410 -2.2081
C -0.0711 -5.4740 -1.6191
N -1.0191 -4.3880 -1.5818
C -2.1590 -4.8433 -2.1594
H 0.1746 -7.4911 -2.4890
H 0.9494 -5.2289 -1.3787
H -2.9937 -4.1997 -2.5279

Computed properties:
maximum force: 4.6 eV/A
gap between HOMO and LUMO (alpha / beta): 0.14134 / 0.14145 Ha
HOMO energy (alpha / beta): -7.57 / -7.58 eV
total charge: +1
M: 471.76 g mol⁻¹
total energy: -3687.3675 Ha

Results of the natural (NBO) charge analysis, in e, for atoms 1 through 6: number 1, Zn, carries 1.504; number 2, C, carries -0.628; number 3, C, carries -0.217; number 4, N, carries -0.530; number 5, N, carries -0.415; number 6, C, carries 0.371